No. 1
Entry from OMol25: a 5-piece molecular cluster, C36H80N5O3 overall in a non-equilibrium geometry (ωB97M-V/def2-TZVPD).

Each line ends with the Löwdin charge.
Cartesian coordinates (Å):
N (-0.69, 0.13, -0.71)  -0.57
O (0.23, 0.20, 0.17)  -0.08
O (-0.75, 0.97, -1.65)  -0.07
O (-1.63, -0.69, -0.57)  -0.05
C (-4.53, -5.25, 4.40)  -0.09
C (-5.14, -3.87, 4.18)  -0.25
C (-4.28, -2.93, 3.35)  -0.19
C (-3.00, -2.54, 4.10)  -0.09
N (-2.00, -1.74, 3.26)  -0.26
C (-1.34, -2.66, 2.22)  -0.08
C (-0.34, -3.46, 3.04)  -0.14
C (0.29, -2.42, 3.98)  -0.13
C (-0.81, -1.36, 4.15)  -0.08
C (-2.60, -0.51, 2.64)  0.03
H (-5.22, -5.93, 4.90)  0.08
H (-3.68, -5.18, 5.09)  0.07
H (-4.16, -5.65, 3.46)  0.08
H (-5.36, -3.37, 5.13)  0.12
H (-6.12, -3.97, 3.71)  0.12
H (-4.86, -2.05, 3.10)  0.11
H (-4.02, -3.46, 2.43)  0.11
H (-2.38, -3.33, 4.50)  0.12
H (-3.28, -1.82, 4.87)  0.14
H (-0.88, -2.06, 1.44)  0.11
H (-2.16, -3.21, 1.76)  0.13
H (0.36, -3.91, 2.35)  0.12
H (-0.75, -4.24, 3.69)  0.11
H (1.23, -2.10, 3.53)  0.11
H (0.49, -2.94, 4.91)  0.12
H (-0.43, -0.46, 3.66)  0.11
H (-1.11, -1.24, 5.18)  0.14
H (-1.79, 0.03, 2.15)  0.09
H (-2.98, 0.04, 3.50)  0.12
H (-3.36, -0.83, 1.94)  0.09
C (-4.19, 5.06, -5.08)  -0.09
C (-3.38, 4.79, -3.81)  -0.25
C (-3.36, 3.32, -3.41)  -0.20
C (-4.75, 2.73, -3.23)  -0.13
N (-4.71, 1.41, -2.50)  -0.26
C (-6.10, 0.76, -2.65)  -0.07
C (-6.24, -0.13, -1.40)  -0.13
C (-5.11, 0.29, -0.43)  -0.15
C (-4.57, 1.57, -1.01)  -0.08
C (-3.74, 0.43, -3.09)  0.03
H (-5.21, 4.67, -4.99)  0.07
H (-3.79, 4.51, -5.93)  0.08
H (-4.25, 6.12, -5.31)  0.08
H (-3.78, 5.37, -2.96)  0.11
H (-2.38, 5.21, -3.93)  0.11
H (-2.70, 3.10, -2.57)  0.11
H (-2.94, 2.88, -4.33)  0.12
H (-5.13, 2.50, -4.22)  0.14
H (-5.45, 3.40, -2.73)  0.14
H (-6.26, 0.22, -3.57)  0.14
H (-6.76, 1.61, -2.49)  0.14
H (-6.00, -1.15, -1.71)  0.11
H (-7.28, -0.17, -1.08)  0.13
H (-4.37, -0.50, -0.42)  0.09
H (-5.57, 0.36, 0.55)  0.12
H (-3.52, 1.78, -0.78)  0.13
H (-5.11, 2.49, -0.78)  0.14
H (-3.96, 0.47, -4.16)  0.12
H (-3.87, -0.55, -2.66)  0.11
H (-2.70, 0.77, -3.00)  0.08
C (2.10, -4.12, -1.38)  -0.10
C (1.97, -2.66, -0.88)  -0.24
C (2.62, -1.66, -1.85)  -0.18
C (1.75, -1.24, -3.03)  -0.09
N (2.35, -0.06, -3.77)  -0.26
C (3.72, -0.32, -4.36)  -0.10
C (3.95, 0.75, -5.41)  -0.12
C (2.49, 1.10, -5.87)  -0.12
C (1.54, 0.24, -5.03)  -0.08
C (2.34, 1.13, -2.88)  0.02
H (1.57, -4.34, -2.31)  0.07
H (1.79, -4.82, -0.60)  0.07
H (3.13, -4.41, -1.60)  0.08
H (2.53, -2.75, 0.06)  0.10
H (0.92, -2.50, -0.66)  0.09
H (3.55, -2.06, -2.24)  0.12
H (2.82, -0.78, -1.23)  0.07
H (0.76, -0.86, -2.75)  0.12
H (1.65, -2.11, -3.67)  0.14
H (4.41, -0.40, -3.53)  0.13
H (3.68, -1.30, -4.83)  0.15
H (4.49, 1.63, -5.07)  0.12
H (4.44, 0.37, -6.30)  0.12
H (2.32, 2.16, -5.76)  0.12
H (2.38, 0.85, -6.92)  0.12
H (0.60, 0.69, -4.73)  0.14
H (1.29, -0.74, -5.42)  0.14
H (2.63, 2.07, -3.34)  0.12
H (3.05, 0.99, -2.06)  0.08
H (1.36, 1.25, -2.41)  0.08
C (8.20, -0.19, 4.11)  -0.10
C (7.55, 0.98, 3.37)  -0.24
C (6.14, 0.61, 2.84)  -0.20
C (5.48, 1.86, 2.28)  -0.11
N (3.97, 1.68, 2.11)  -0.26
C (3.32, 2.90, 1.47)  -0.09
C (1.89, 3.03, 2.00)  -0.10
C (1.91, 2.26, 3.35)  -0.13
C (3.22, 1.52, 3.44)  -0.08
C (3.66, 0.49, 1.21)  0.03
H (7.72, -0.39, 5.07)  0.08
H (9.25, -0.01, 4.32)  0.08
H (8.14, -1.07, 3.47)  0.08
H (8.17, 1.14, 2.48)  0.12
H (7.45, 1.81, 4.06)  0.11
H (5.55, 0.23, 3.68)  0.12
H (6.25, -0.20, 2.12)  0.11
H (5.83, 2.17, 1.30)  0.15
H (5.64, 2.67, 2.99)  0.14
H (3.36, 2.75, 0.39)  0.12
H (3.93, 3.79, 1.63)  0.14
H (1.24, 2.52, 1.29)  0.10
H (1.67, 4.06, 2.24)  0.12
H (1.08, 1.56, 3.38)  0.10
H (1.73, 2.92, 4.20)  0.12
H (3.08, 0.46, 3.59)  0.13
H (3.87, 2.07, 4.12)  0.14
H (4.17, -0.37, 1.62)  0.10
H (4.01, 0.76, 0.22)  0.10
H (2.58, 0.40, 1.30)  0.10

The gap between HOMO and LUMO comes out at 0.3680 Eh. Its net charge is +3. The calculation puts the energy relative to the best compared isomer or geometry (same formula, charge and spin) at 0.0 kJ/mol. For the HOMO energy, the calculation gives -15.8 eV. The calculation puts the LUMO energy at -5.82 eV.

No. 2
Entry from OMol25: a 14-piece molecular cluster, C36H80N8O32S6 overall in a non-equilibrium geometry (ωB97M-V/def2-TZVPD).

Each line ends with the Löwdin charge.
Cartesian coordinates (Å):
C (-3.48, 2.72, 6.63)  -0.19
C (-2.47, 1.59, 6.83)  -0.17
O (-1.26, 2.29, 6.78)  -0.22
S (-1.29, 3.51, 5.61)  0.79
O (-1.42, 3.04, 4.19)  -0.28
O (-0.29, 4.52, 5.82)  -0.23
O (-2.84, 3.90, 6.18)  -0.21
H (-4.00, 3.05, 7.53)  0.13
H (-4.17, 2.49, 5.81)  0.09
H (-2.33, 0.91, 5.99)  0.13
H (-2.55, 0.98, 7.73)  0.14
C (-4.04, -1.34, -0.68)  -0.25
C (-3.20, -2.48, -0.25)  -0.17
O (-4.09, -3.60, -0.06)  -0.20
S (-5.64, -3.26, -0.69)  0.76
O (-6.61, -3.13, 0.39)  -0.26
O (-5.89, -4.15, -1.86)  -0.26
O (-5.27, -1.75, -1.14)  -0.18
H (-3.57, -0.71, -1.44)  0.14
H (-4.09, -0.64, 0.15)  0.11
H (-2.83, -2.08, 0.69)  0.12
H (-2.44, -2.77, -0.98)  0.13
C (0.63, -2.74, 4.33)  -0.23
C (1.99, -2.51, 5.03)  -0.15
O (2.64, -3.74, 4.92)  -0.21
S (1.69, -5.00, 4.74)  0.70
O (1.08, -5.40, 5.98)  -0.22
O (2.46, -5.97, 4.02)  -0.22
O (0.71, -3.97, 3.79)  -0.21
H (0.40, -2.12, 3.46)  0.14
H (-0.16, -2.78, 5.08)  0.12
H (1.97, -2.21, 6.08)  0.13
H (2.63, -1.79, 4.51)  0.11
C (2.92, 1.30, -4.74)  -0.17
C (2.47, 2.31, -5.89)  -0.09
O (1.03, 2.25, -5.65)  -0.24
S (0.47, 0.74, -5.25)  0.77
O (0.40, 0.02, -6.51)  -0.25
O (-0.73, 0.68, -4.30)  -0.27
O (1.91, 0.35, -4.51)  -0.25
H (3.00, 1.70, -3.73)  0.11
H (3.81, 0.71, -4.96)  0.12
H (2.71, 1.92, -6.88)  0.12
H (2.86, 3.32, -5.80)  0.13
C (-6.69, 0.37, 5.78)  -0.09
C (-7.75, 0.54, 4.60)  -0.15
O (-7.02, 0.27, 3.39)  -0.24
S (-5.32, 0.04, 3.64)  0.78
O (-4.63, 1.34, 3.73)  -0.27
O (-4.79, -1.04, 2.75)  -0.25
O (-5.62, -0.49, 5.16)  -0.24
H (-7.23, -0.25, 6.51)  0.13
H (-6.26, 1.34, 6.00)  0.11
H (-8.10, 1.56, 4.45)  0.12
H (-8.59, -0.14, 4.73)  0.12
C (8.90, -1.34, 0.74)  -0.20
C (8.77, -0.43, -0.45)  -0.21
O (7.92, -1.05, -1.38)  -0.20
S (6.86, -2.14, -0.79)  0.77
O (7.03, -3.44, -1.46)  -0.22
O (5.51, -1.54, -0.69)  -0.26
O (7.74, -2.05, 0.63)  -0.22
H (9.11, -0.88, 1.71)  0.14
H (9.59, -2.14, 0.47)  0.13
H (9.76, -0.26, -0.88)  0.13
H (8.47, 0.56, -0.10)  0.12
C (-2.11, -2.64, -6.63)  0.01
C (-0.96, -3.47, -6.10)  -0.52
O (-0.36, -4.28, -6.83)  -0.01
N (-0.34, -3.08, -4.98)  -0.01
C (0.90, -3.51, -4.46)  -0.07
H (-3.05, -2.90, -6.14)  0.08
H (-2.11, -2.78, -7.71)  0.09
H (-1.82, -1.59, -6.52)  0.06
H (-0.86, -2.38, -4.47)  0.13
H (1.44, -2.57, -4.37)  0.07
H (1.52, -4.02, -5.20)  0.09
H (0.77, -4.15, -3.59)  0.10
C (5.34, -2.25, -6.31)  -0.01
C (6.18, -3.40, -5.83)  -0.54
O (6.63, -3.44, -4.68)  0.04
N (6.45, -4.34, -6.78)  -0.01
C (6.99, -5.65, -6.50)  -0.08
H (5.17, -2.32, -7.38)  0.08
H (5.57, -1.26, -5.93)  0.08
H (4.40, -2.39, -5.79)  0.08
H (5.68, -4.43, -7.42)  0.12
H (7.93, -5.72, -5.94)  0.09
H (7.11, -6.35, -7.33)  0.08
H (6.18, -6.07, -5.91)  0.09
C (3.66, 0.11, 1.99)  0.02
C (2.96, 1.24, 2.78)  -0.56
O (2.47, 1.08, 3.88)  0.03
N (2.89, 2.45, 2.18)  0.02
C (2.32, 3.60, 2.88)  -0.06
H (3.77, 0.33, 0.93)  0.04
H (3.02, -0.75, 2.19)  0.08
H (4.64, -0.11, 2.40)  0.08
H (3.39, 2.46, 1.30)  0.06
H (2.03, 4.45, 2.26)  0.08
H (2.95, 3.93, 3.71)  0.09
H (1.33, 3.46, 3.31)  0.06
C (-1.77, 3.52, -2.21)  0.01
C (-1.66, 4.85, -1.51)  -0.59
O (-0.56, 5.33, -1.36)  0.05
N (-2.78, 5.44, -1.12)  0.04
C (-2.74, 6.46, -0.01)  -0.05
H (-2.23, 2.77, -1.57)  0.07
H (-0.87, 3.16, -2.69)  0.07
H (-2.43, 3.69, -3.06)  0.09
H (-3.77, 5.29, -1.22)  0.09
H (-3.65, 7.00, 0.26)  0.07
H (-1.95, 7.19, -0.15)  0.07
H (-2.38, 5.86, 0.83)  0.08
C (-5.58, 2.50, -0.34)  0.02
C (-5.68, 3.66, -1.28)  -0.63
O (-5.56, 3.42, -2.47)  0.04
N (-6.12, 4.82, -0.81)  0.02
C (-6.42, 5.93, -1.76)  -0.05
H (-4.51, 2.34, -0.29)  0.07
H (-6.07, 1.68, -0.86)  0.10
H (-5.91, 2.70, 0.69)  0.08
H (-6.12, 4.94, 0.19)  0.14
H (-7.47, 5.95, -2.05)  0.08
H (-5.83, 5.92, -2.67)  0.08
H (-6.18, 6.87, -1.27)  0.07
C (-2.86, -4.26, 3.47)  0.01
C (-3.34, -4.90, 4.79)  -0.58
O (-3.23, -4.24, 5.79)  0.04
N (-4.08, -6.01, 4.72)  -0.01
C (-4.78, -6.50, 5.89)  -0.07
H (-2.18, -4.99, 3.04)  0.08
H (-2.19, -3.42, 3.70)  0.07
H (-3.74, -4.10, 2.86)  0.08
H (-4.24, -6.49, 3.85)  0.14
H (-3.96, -6.61, 6.60)  0.09
H (-5.17, -7.49, 5.67)  0.08
H (-5.56, -5.81, 6.23)  0.09
C (2.00, -0.70, -1.47)  0.03
C (0.65, -0.36, -0.74)  -0.52
O (-0.21, -1.27, -0.63)  -0.01
N (0.48, 0.82, -0.20)  0.06
C (-0.59, 1.19, 0.86)  0.00
H (2.46, 0.15, -1.97)  0.05
H (1.79, -1.46, -2.23)  0.06
H (2.78, -1.00, -0.77)  0.06
H (1.30, 1.41, -0.14)  0.10
H (-0.85, 0.45, 1.61)  0.08
H (-1.54, 1.39, 0.37)  0.05
H (-0.26, 2.12, 1.33)  0.07
C (5.89, 2.49, -1.42)  0.02
C (4.48, 2.99, -1.25)  -0.49
O (3.67, 2.46, -0.46)  -0.02
N (4.09, 4.11, -1.91)  0.00
C (2.93, 4.95, -1.65)  -0.04
H (6.30, 2.62, -2.42)  0.08
H (6.00, 1.44, -1.17)  0.08
H (6.51, 3.20, -0.88)  0.09
H (4.83, 4.60, -2.39)  0.13
H (2.49, 5.11, -2.63)  0.08
H (3.34, 5.92, -1.37)  0.08
H (2.25, 4.68, -0.84)  0.08

The gap between HOMO and LUMO comes out at 0.3203 Eh. The calculation puts the energy relative to the best compared isomer or geometry (same formula, charge and spin) at 429.2 kJ/mol. For the HOMO energy, the calculation gives -8.8 eV. The calculation puts the LUMO energy at -0.11 eV.